(1)
156
Properties=species:S:1:pos:R:3:mulliken_charge:R:1 method="wB97M-V/def2-TZVPD" smiles="COC[C@H](C)N.COC[C@H](C)N.COC[C@H](C)N.COC[C@H](C)N.COCCNCCOC.COCCNCCOC.COCCNCCOC.NC(N)=O.NC(N)=O" homo_ev=-8.356 max_force_ha_per_bohr=0.1094
C -2.059 6.173 1.521 -0.492
O -0.827 5.777 2.165 -0.438
C -0.039 4.983 1.285 -0.141
C 1.096 4.249 1.997 0.505
C 2.096 5.236 2.599 -1.528
N 1.667 3.364 1.020 0.225
H -2.177 7.257 1.517 0.336
H -2.983 5.735 1.897 0.305
H -2.179 5.902 0.473 0.002
H -0.741 4.287 0.826 -0.181
H 0.371 5.539 0.442 0.288
H 0.660 3.591 2.749 0.311
H 2.994 5.278 1.982 0.347
H 2.543 4.898 3.535 0.328
H 1.779 6.278 2.590 0.335
H 2.599 3.060 1.258 -0.083
H 1.890 3.933 0.215 0.247
C -6.098 -4.437 -2.843 -0.643
O -5.696 -4.335 -1.460 -0.338
C -4.908 -3.205 -1.203 -0.548
C -4.001 -3.581 -0.155 0.636
C -3.287 -2.465 0.496 -1.334
N -2.993 -4.577 -0.576 -0.775
H -5.346 -4.747 -3.568 0.077
H -6.436 -3.519 -3.323 0.375
H -6.883 -5.193 -2.874 0.305
H -4.399 -2.837 -2.094 0.199
H -5.587 -2.418 -0.875 0.428
H -4.613 -3.958 0.665 0.377
H -2.572 -2.694 1.286 0.355
H -4.020 -1.691 0.724 0.484
H -2.712 -1.861 -0.207 0.015
H -3.518 -5.239 -1.130 0.381
H -2.492 -4.217 -1.376 0.094
C -3.065 -5.709 -4.759 -0.822
O -2.288 -5.427 -3.620 -0.289
C -1.086 -4.589 -3.787 -0.864
C -1.297 -3.074 -4.128 0.756
C -0.016 -2.378 -4.417 -1.530
N -1.984 -2.502 -2.894 -0.453
H -3.380 -4.766 -5.206 0.313
H -3.873 -6.318 -4.352 0.262
H -2.395 -6.244 -5.433 0.271
H -0.544 -4.770 -2.859 0.114
H -0.461 -5.028 -4.565 0.656
H -1.940 -2.919 -4.994 0.431
H 0.701 -2.565 -3.618 0.047
H -0.054 -1.305 -4.601 0.378
H 0.328 -2.960 -5.272 0.453
H -2.063 -1.509 -3.060 0.215
H -2.957 -2.770 -2.864 -0.197
C -2.088 7.346 -1.947 -0.940
O -1.919 6.024 -1.916 -0.329
C -0.759 5.748 -2.780 -0.919
C -0.516 4.284 -3.126 0.357
C -1.652 3.552 -3.753 -1.332
N -0.053 3.644 -1.850 0.011
H -1.403 7.975 -1.378 0.335
H -3.103 7.426 -1.558 0.332
H -2.182 7.917 -2.870 0.379
H -0.866 6.291 -3.719 0.568
H 0.027 6.173 -2.156 0.347
H 0.328 4.181 -3.808 0.397
H -2.083 3.960 -4.667 0.410
H -2.417 3.665 -2.985 0.286
H -1.353 2.511 -3.876 0.295
H -0.713 3.867 -1.119 -0.032
H -0.409 2.711 -1.998 -0.004
C -8.466 1.732 6.961 -0.772
O -7.100 1.924 6.691 -0.287
C -6.773 1.773 5.315 -0.692
C -5.264 1.708 5.134 -0.318
N -4.619 0.486 5.661 -0.393
C -3.103 0.359 5.507 -0.868
C -2.581 0.051 4.124 -0.288
O -3.012 1.066 3.254 -0.324
C -2.267 1.249 2.108 -0.120
H -8.400 1.993 8.017 0.247
H -8.788 0.702 6.808 0.324
H -9.217 2.388 6.520 0.298
H -7.192 2.561 4.690 0.351
H -7.196 0.825 4.981 0.337
H -4.799 2.656 5.404 0.308
H -5.068 1.673 4.062 0.279
H -4.926 0.452 6.622 0.247
H -2.752 -0.476 6.114 0.400
H -2.582 1.272 5.798 0.343
H -2.651 -0.993 3.819 0.251
H -1.516 0.251 4.236 0.299
H -2.160 0.342 1.513 -0.008
H -1.313 1.568 2.528 0.053
H -2.572 2.022 1.403 0.326
C 2.948 -8.381 -3.055 -0.763
O 3.109 -7.338 -2.105 -0.313
C 4.406 -7.036 -1.799 -0.938
C 4.308 -5.653 -0.979 -0.248
N 3.952 -4.716 -1.985 -0.267
C 2.905 -3.770 -1.464 -0.251
C 3.270 -2.364 -1.977 -0.221
O 3.231 -2.007 -3.344 -0.448
C 3.175 -0.598 -3.529 -0.583
H 3.298 -7.817 -3.919 0.348
H 1.905 -8.688 -3.129 0.223
H 3.554 -9.279 -2.934 0.302
H 4.932 -6.940 -2.749 0.449
H 4.850 -7.818 -1.182 0.464
H 5.135 -5.604 -0.270 0.312
H 3.376 -5.718 -0.418 0.253
H 3.755 -5.252 -2.818 0.273
H 2.963 -3.594 -0.390 0.225
H 1.845 -3.942 -1.653 -0.001
H 4.244 -2.014 -1.635 0.564
H 2.550 -1.734 -1.454 -0.106
H 4.205 -0.247 -3.452 0.348
H 2.478 -0.059 -2.887 0.086
H 2.879 -0.378 -4.554 0.325
C 8.050 3.568 2.659 -0.767
O 7.433 2.430 2.195 -0.352
C 6.278 2.064 2.933 -0.521
C 5.186 2.878 2.252 -0.757
N 4.004 2.108 1.742 -0.360
C 4.104 1.463 0.510 -0.437
C 4.157 2.250 -0.811 0.180
O 5.321 3.122 -0.948 -0.505
C 6.579 2.459 -1.206 -0.674
H 7.463 4.484 2.595 0.310
H 8.922 3.919 2.108 0.288
H 8.426 3.357 3.660 0.304
H 6.485 2.237 3.990 0.391
H 6.108 0.995 2.799 0.252
H 5.635 3.580 1.548 0.414
H 4.926 3.629 2.999 0.341
H 3.640 1.411 2.376 0.211
H 3.210 0.846 0.419 0.158
H 4.841 0.667 0.622 0.474
H 3.321 2.949 -0.805 -0.442
H 4.118 1.650 -1.720 0.266
H 7.321 3.221 -1.445 0.298
H 6.570 2.012 -2.200 0.316
H 7.019 1.838 -0.427 0.227
N 0.401 -2.934 3.379 -0.365
C 0.980 -2.343 2.369 0.576
N 2.069 -2.779 1.884 -0.339
O 0.559 -1.277 1.932 -0.995
H 0.784 -3.867 3.437 0.130
H -0.477 -2.687 3.812 0.239
H 2.249 -3.745 2.120 0.163
H 2.602 -2.063 1.412 0.153
N 0.170 0.643 0.188 0.777
C -0.236 0.150 -0.932 0.795
N -0.257 -1.128 -0.744 1.143
O -0.502 0.812 -1.933 -1.111
H 0.428 1.609 0.326 -0.763
H 0.384 -0.019 0.921 0.323
H -0.031 -1.483 0.174 -0.214
H -0.795 -1.668 -1.406 -0.510

---

(2)
57
Properties=species:S:1:pos:R:3:lowdin_spin:R:1 method="wB97M-V/def2-TZVPD" multiplicity=4 s2=3.75 homo_ev="-7.868 / -10.361" max_force_ha_per_bohr=0.0675
V 0.050 0.040 0.876 2.826
P -1.307 -1.632 -2.379 0.000
F -0.525 -0.836 -1.114 0.020
F -1.288 -0.296 -3.228 0.000
F 0.237 -1.993 -2.862 0.000
F -2.018 -2.494 -3.569 0.000
F -1.260 -2.964 -1.498 0.000
F -2.723 -1.177 -1.684 0.000
F 0.499 1.441 2.350 0.050
C 3.918 -0.925 1.397 0.001
O 3.630 -2.075 0.631 0.002
C 2.380 -2.556 0.468 0.005
O 1.336 -1.904 0.676 0.020
O 2.409 -3.772 -0.078 0.002
C 1.245 -4.481 -0.598 0.000
H 3.684 -1.073 2.451 0.000
H 3.443 -0.008 1.049 0.000
H 4.979 -0.807 1.178 0.000
H 1.067 -4.235 -1.645 0.000
H 0.428 -4.265 0.089 0.000
H 1.626 -5.488 -0.424 0.000
C -0.157 4.248 0.567 0.000
O -1.502 4.024 0.105 0.001
C -1.983 2.705 -0.034 0.003
O -1.334 1.682 0.078 0.012
O -3.282 2.797 -0.261 0.001
C -4.022 1.599 -0.515 0.000
H 0.304 3.849 1.470 0.000
H -0.181 5.322 0.751 0.000
H 0.643 4.024 -0.139 0.000
H -4.136 1.492 -1.594 0.000
H -5.025 1.635 -0.089 0.000
H -3.557 0.670 -0.184 0.000
C -2.513 1.013 3.766 0.000
O -3.186 -0.190 3.443 0.002
C -2.828 -0.975 2.452 0.005
O -1.920 -0.721 1.642 0.025
O -3.641 -2.024 2.485 0.002
C -3.494 -2.990 1.429 0.000
H -1.531 0.726 4.142 0.000
H -2.996 1.746 4.412 0.000
H -2.246 1.597 2.884 0.000
H -4.219 -3.787 1.591 0.000
H -2.502 -3.412 1.592 0.000
H -3.528 -2.545 0.435 0.000
C 3.216 3.715 -1.727 0.000
O 2.447 2.764 -0.960 0.002
C 2.502 1.461 -1.086 0.004
O 1.694 0.673 -0.547 0.013
O 3.451 0.996 -1.820 0.002
C 3.436 -0.364 -2.502 0.000
H 2.749 3.696 -2.711 0.000
H 4.249 3.378 -1.820 0.000
H 3.051 4.729 -1.362 0.000
H 4.446 -0.565 -2.857 0.000
H 2.658 -0.274 -3.261 0.000
H 3.129 -1.192 -1.863 0.000

---

(3)
11
Properties=species:S:1:pos:R:3:nbo_charge:R:1 method="wB97M-V/def2-TZVPD" homo_ev=-7.807 max_force_ha_per_bohr=0.0062
O 1.812 -0.227 -0.368 -0.626
C 0.967 0.626 0.739 0.005
C 0.495 -0.765 0.690 0.021
C -0.792 -0.870 0.075 -0.443
C -1.108 0.413 -0.294 0.100
N -0.090 1.263 -0.004 -0.606
H 1.323 -0.150 -1.206 0.470
H 1.004 -1.569 1.206 0.222
H -1.385 -1.757 -0.095 0.235
H -2.024 0.774 -0.754 0.215
H -0.204 2.263 0.011 0.408

---

(4)
88
Properties=species:S:1:pos:R:3:mulliken_charge:R:1 method="wB97M-V/def2-TZVPD" homo_ev=-12.122 charge=+2 max_force_ha_per_bohr=0.0108
Zr -0.077 0.535 1.554 -0.027
C 0.796 2.640 3.753 -1.448
N 1.512 1.603 2.947 0.527
C 2.064 0.543 3.824 -0.892
C 2.137 -0.811 3.161 0.649
C 3.243 -1.626 3.295 -1.068
C 3.183 -2.930 2.818 -0.536
C 2.011 -3.376 2.226 -0.744
C 0.962 -2.490 2.085 -0.273
N 1.014 -1.227 2.534 -0.017
C 2.552 2.211 2.095 -0.884
C 1.886 2.950 0.965 0.352
C 2.315 4.178 0.507 -0.914
C 1.631 4.785 -0.540 -0.496
C 0.531 4.145 -1.091 -1.171
C 0.152 2.921 -0.580 -0.401
N 0.821 2.320 0.422 1.141
C -0.703 2.447 3.731 1.006
C -1.496 3.403 4.242 -0.854
C -2.920 3.155 4.396 -0.555
C -3.458 2.076 3.833 -1.265
C -2.640 1.221 2.920 0.255
N -1.165 1.250 3.168 -0.153
H 1.189 2.625 4.773 0.657
H 1.033 3.624 3.341 0.466
H 3.047 0.822 4.217 0.371
H 1.379 0.442 4.672 0.550
H 4.128 -1.256 3.795 0.482
H 4.033 -3.589 2.918 0.482
H 1.913 -4.388 1.861 0.491
H 0.041 -2.791 1.600 0.635
H 3.202 2.878 2.670 0.578
H 3.176 1.404 1.690 0.361
H 3.168 4.657 0.966 0.568
H 1.946 5.751 -0.909 0.469
H -0.036 4.589 -1.896 0.532
H -0.714 2.390 -0.962 0.558
H -1.053 4.305 4.640 0.516
H -3.505 3.815 5.021 0.475
H -4.493 1.805 3.984 0.520
H -2.987 0.183 2.961 0.413
C 4.611 -5.392 -4.313 -1.502
C 4.076 -4.278 -3.460 0.398
C 4.791 -3.103 -3.272 -0.962
C 4.295 -2.064 -2.500 0.300
C 5.098 -0.802 -2.325 -1.969
C 3.047 -2.227 -1.891 0.229
Te 2.512 -0.465 -0.824 0.734
C 2.309 -3.402 -2.025 1.295
C 0.970 -3.642 -1.386 -0.966
C 2.847 -4.404 -2.825 -0.715
H 5.575 -5.134 -4.744 0.369
H 3.922 -5.616 -5.127 0.353
H 4.731 -6.303 -3.727 0.356
H 5.761 -2.988 -3.738 0.355
H 6.121 -0.942 -2.667 0.419
H 5.176 -0.504 -1.270 0.330
H 4.672 0.028 -2.895 0.415
H 0.859 -3.078 -0.463 -0.550
H 0.846 -4.699 -1.158 0.546
H 0.154 -3.364 -2.059 0.339
H 2.282 -5.321 -2.946 0.484
N -2.170 1.031 -3.976 -0.407
C -1.577 0.309 -3.310 0.480
N -0.896 -0.528 -2.543 -0.451
C -0.255 -0.537 -1.536 0.342
N 0.417 -0.633 -0.510 -0.015
S -6.371 1.114 -0.412 -0.133
C -4.705 0.920 0.140 0.313
C -4.005 -0.336 -0.118 -0.974
C -2.699 -0.431 0.149 -1.070
N -1.942 0.608 0.714 0.924
C -2.730 1.648 1.414 0.702
C -4.094 1.880 0.840 -1.270
C -6.151 0.631 -2.117 0.085
C -5.555 1.494 -3.023 -0.039
C -5.417 1.071 -4.337 -0.518
N -5.832 -0.113 -4.773 -0.552
C -6.415 -0.924 -3.899 -0.439
C -6.599 -0.603 -2.560 -0.032
H -4.537 -1.172 -0.546 0.518
H -2.166 -1.356 -0.057 0.537
H -2.179 2.600 1.374 0.139
H -4.580 2.822 1.051 0.566
H -5.215 2.473 -2.716 0.433
H -4.954 1.717 -5.072 0.410
H -6.756 -1.879 -4.281 0.377
H -7.092 -1.292 -1.888 0.463

---

(5)
7
Properties=species:S:1:pos:R:3:nbo_charge:R:1 method="wB97M-V/def2-TZVPD" homo_ev="-8.300 / -9.021" max_force_ha_per_bohr=0.0453
C -0.462 -0.521 0.522 -0.368
O -0.782 2.844 -0.068 -0.510
O 0.124 2.981 1.056 -0.514
P -1.248 2.206 1.336 1.188
Cl -2.059 -0.840 -0.232 -0.018
Cl -0.073 -1.680 1.804 -0.007
H 0.495 -0.411 -0.122 0.229

---

(6)
90
Properties=species:S:1:pos:R:3:mulliken_charge:R:1 method="wB97M-V/def2-TZVPD" smiles="CCCCCCCC[C@@H]1[C@H](C(F)(F)c2cccc(C(F)(F)F)c2)OS(=O)(=O)[C@@](CCCF)([C@H](C)F)[C@@H]1CCN(CC)C(C)=O" homo_ev=-9.221 max_force_ha_per_bohr=0.0108
C 2.093 1.648 4.692 -0.701
C 2.389 3.134 4.533 -0.523
C 1.177 3.983 4.150 -0.813
C 0.629 3.685 2.742 -0.185
C -0.590 2.764 2.732 -0.748
C -1.270 2.650 1.367 -1.072
C -0.392 1.993 0.290 -0.356
C -0.910 0.620 -0.176 0.194
C -0.468 0.207 -1.592 0.894
C -1.584 -0.034 -2.598 -1.548
C -2.585 1.123 -2.846 1.317
F -2.496 1.418 -4.184 -0.389
F -2.112 2.244 -2.210 -0.326
C -4.045 0.931 -2.494 0.170
C -5.000 1.453 -3.347 -0.984
C -6.336 1.365 -3.035 -0.770
C -6.742 0.758 -1.864 -0.820
C -5.786 0.239 -1.012 -0.709
C -6.183 -0.457 0.253 1.009
F -6.204 -1.803 0.106 -0.263
F -7.412 -0.093 0.669 -0.286
F -5.323 -0.194 1.259 -0.242
C -4.450 0.317 -1.321 0.700
O -2.320 -1.226 -2.259 -0.125
S -1.531 -2.576 -2.523 1.335
O -2.422 -3.608 -2.103 -0.721
O -1.011 -2.540 -3.859 -0.727
C -0.124 -2.408 -1.375 1.454
C -0.719 -2.667 0.022 -1.578
C 0.240 -2.694 1.227 -0.447
C -0.291 -3.617 2.303 -0.672
F -1.593 -3.251 2.645 -0.305
C 0.845 -3.514 -1.879 0.075
C 0.329 -4.940 -1.877 -1.560
F 2.018 -3.465 -1.109 -0.315
C 0.507 -0.994 -1.649 -1.372
C 1.754 -0.650 -0.812 0.038
C 2.952 -0.327 -1.698 -1.417
N 4.090 0.072 -0.860 0.449
C 4.752 -1.086 -0.217 -0.227
C 4.860 -0.951 1.308 -1.338
C 5.030 0.851 -1.633 0.451
C 5.304 2.213 -1.059 -1.193
O 5.551 0.432 -2.637 -0.549
H 1.339 1.482 5.463 0.321
H 2.991 1.109 4.999 0.365
H 1.751 1.192 3.763 -0.126
H 2.776 3.506 5.486 0.364
H 3.187 3.272 3.799 0.281
H 1.477 5.030 4.198 0.292
H 0.386 3.806 4.882 0.357
H 0.359 4.608 2.226 0.435
H 1.438 3.227 2.164 0.122
H -1.316 3.151 3.452 0.540
H -0.321 1.763 3.083 0.014
H -2.190 2.075 1.498 0.281
H -1.578 3.649 1.053 0.439
H -0.275 2.655 -0.566 0.602
H 0.606 1.853 0.711 -0.065
H -1.993 0.632 -0.089 -0.469
H -0.558 -0.111 0.549 -0.193
H 0.092 1.054 -2.001 1.154
H -1.115 -0.208 -3.567 0.502
H -4.714 1.937 -4.268 0.507
H -7.075 1.777 -3.707 0.415
H -7.786 0.683 -1.599 0.511
H -3.740 -0.115 -0.639 0.215
H -1.228 -3.629 -0.015 0.914
H -1.515 -1.950 0.215 0.211
H 1.231 -3.043 0.959 0.288
H 0.315 -1.697 1.667 0.117
H 0.316 -3.563 3.207 0.385
H -0.314 -4.652 1.954 0.339
H 1.132 -3.245 -2.896 0.776
H -0.368 -5.155 -1.074 0.251
H -0.127 -5.175 -2.835 0.410
H 1.193 -5.594 -1.759 0.467
H 0.837 -1.046 -2.693 1.307
H 2.048 -1.449 -0.148 0.198
H 1.573 0.222 -0.184 -0.628
H 3.201 -1.207 -2.303 0.182
H 2.710 0.498 -2.372 0.507
H 5.741 -1.220 -0.654 0.633
H 4.170 -1.976 -0.454 0.068
H 4.175 -0.177 1.653 0.253
H 5.863 -0.671 1.628 0.359
H 4.590 -1.879 1.811 0.371
H 5.902 2.078 -0.155 0.268
H 4.366 2.663 -0.738 0.261
H 5.825 2.838 -1.776 0.397

---

(7)
18
Properties=species:S:1:pos:R:3:nbo_charge:R:1 method="wB97M-V/def2-TZVPD" smiles="NCC=O.O.O.O" homo_ev=-8.617 max_force_ha_per_bohr=0.0250
N 0.072 -0.740 2.030 -0.840
C 0.782 -1.343 0.909 -0.340
C 1.373 -0.400 -0.126 0.436
O 2.446 -0.646 -0.620 -0.543
H 0.601 -0.149 2.660 0.360
H -0.656 -0.166 1.621 0.362
H 0.197 -2.099 0.377 0.226
H 1.632 -1.926 1.291 0.210
H 0.828 0.502 -0.448 0.116
O 0.270 -2.031 -2.033 -0.945
H -0.549 -2.385 -2.387 0.469
H 0.829 -1.875 -2.810 0.483
O 0.046 2.663 -1.083 -0.963
H -0.368 2.171 -0.335 0.489
H -0.609 3.332 -1.349 0.466
O -1.909 1.599 0.747 -0.958
H -2.659 1.292 0.185 0.486
H -2.325 2.201 1.371 0.485